Record 1
C6H25NO8 | wB97M-V/def2-TZVPD

Geometry as ORCA input:
```
! RIJCOSX wB97M-V def2-TZVPD def2/J DEFGRID3
* xyz 0 1
C 3.061 1.885 1.707
C 2.058 1.427 0.599
C 1.045 0.520 0.623
N 0.579 0.417 -0.749
C 1.430 1.143 -1.548
C 1.129 1.248 -2.983
C 2.286 1.981 -0.699
H 2.762 1.432 2.663
H 4.108 1.468 1.635
H 3.015 2.960 1.740
H 0.537 -0.051 1.513
H 0.273 -0.529 -1.152
H 2.098 1.398 -3.543
H 0.691 0.434 -3.429
H 0.622 2.303 -3.030
H 3.066 2.592 -1.063
O -1.125 -1.845 -2.439
H -1.212 -1.826 -1.478
H -1.924 -1.403 -2.734
O -4.275 -0.700 1.100
H -3.603 -0.060 1.282
H -4.230 -1.370 1.756
O -3.332 -0.265 -1.370
H -3.868 0.197 -1.817
H -3.869 -0.856 -0.744
O 1.457 -2.801 2.235
H 1.703 -2.750 1.282
H 2.281 -2.171 2.511
O -2.118 1.108 0.763
H -1.609 1.926 0.446
H -2.464 0.810 -0.074
O 3.338 -0.837 -0.599
H 3.289 -1.362 -1.426
H 3.429 0.056 -0.772
O -2.189 -0.803 2.722
H -2.951 -0.347 3.123
H -1.694 -0.122 2.179
O -1.184 -1.728 0.244
H -0.636 -2.002 0.854
H -1.976 -1.475 0.670
*
```

**E_LUMO**: 0.263 eV
**Kohn-Sham gap**: 7.985 eV
**Structure (SMILES)**: Cc1c[nH]c(C)c1.O.O.O.O.O.O.O.O



Record 2
C6H25O9 | wB97M-V/def2-TZVPD

Geometry as ORCA input:
```
! RIJCOSX wB97M-V def2-TZVPD def2/J DEFGRID3
* xyz -1 1
O -2.424 1.134 -0.609
C -2.602 0.741 0.578
O -3.375 -0.226 0.874
C -1.571 1.231 1.615
C -0.464 0.096 1.836
C 0.545 0.196 0.636
C 1.515 -1.038 0.487
C 0.679 -2.290 0.708
H -1.015 2.015 1.106
H -2.082 1.492 2.562
H -0.020 0.198 2.816
H -1.082 -0.800 1.890
H -0.121 0.120 -0.294
H 1.176 1.115 0.650
H 1.808 -1.108 -0.575
H 2.515 -0.957 0.909
H 0.603 -2.760 1.688
H -0.310 -2.155 0.280
H 0.902 -3.250 0.148
H -2.824 -2.253 1.113
H -2.937 -2.522 -0.159
O -2.449 -2.990 0.575
H 1.923 -0.353 3.074
H 1.927 1.002 2.510
O 2.525 0.413 2.984
H -2.058 1.358 -2.241
H -2.459 0.686 -3.359
O -1.720 1.292 -3.176
H 0.563 2.800 -0.414
H -0.447 2.598 -1.486
O 0.301 3.169 -1.268
H 0.770 -2.760 -1.839
H 0.199 -1.834 -2.911
O 0.540 -2.732 -2.779
H 3.198 2.462 -0.677
H 3.664 1.690 0.677
O 2.941 2.001 0.125
H 0.964 1.293 -2.363
H -0.102 0.537 -3.029
O 0.803 0.390 -2.662
*
```

**E_LUMO**: 2.679 eV
**Kohn-Sham gap**: 8.364 eV



Record 3
C6H26N2O5 | wB97M-V/def2-TZVPD

Geometry as ORCA input:
```
! RIJCOSX wB97M-V def2-TZVPD def2/J DEFGRID3
* xyz 0 1
C -2.294 -1.743 0.273
C -0.959 -1.279 1.039
C -0.437 -0.083 0.130
N 0.108 1.056 0.893
C 0.569 -0.647 -0.895
N 1.203 0.486 -1.701
C 2.645 0.602 -1.532
C 0.774 0.140 -3.078
H -1.950 -2.445 -0.442
H -2.710 -1.001 -0.448
H -3.077 -2.197 0.953
H -1.121 -1.197 2.116
H -0.240 -2.090 1.156
H -1.303 0.297 -0.510
H -0.459 1.825 0.992
H 1.038 1.325 0.672
H -0.024 -1.267 -1.452
H 1.360 -1.343 -0.517
H 2.831 1.492 -0.828
H 3.107 0.902 -2.404
H 3.347 -0.281 -1.292
H 0.632 -0.920 -3.300
H -0.079 0.735 -3.268
H 1.462 0.630 -3.764
O -0.472 0.718 3.853
H -0.902 0.708 2.940
H -0.100 1.571 3.927
O -0.234 -2.036 4.114
H -0.254 -1.128 4.210
H -1.071 -2.283 3.870
O -0.490 3.090 -1.588
H 0.132 2.740 -0.911
H -1.256 3.474 -1.121
O -2.545 1.721 -2.331
H -2.915 0.915 -2.752
H -2.295 2.168 -3.166
O 2.894 -1.694 2.272
H 3.003 -1.626 1.385
H 2.082 -1.337 2.504
*
```

**E_LUMO**: 0.371 eV
**Kohn-Sham gap**: 9.462 eV
**Structure (SMILES)**: CC[C@@H](N)CN(C)C.O.O.O.O.O



Record 4
C6H26NO6 | wB97M-V/def2-TZVPD

Geometry as ORCA input:
```
! RIJCOSX wB97M-V def2-TZVPD def2/J DEFGRID3
* xyz 1 1
C -0.348 -1.721 -0.646
C 0.834 -0.868 -0.459
C 0.874 0.657 -0.974
C 0.650 1.775 0.107
C 2.009 2.030 0.504
C 2.913 2.951 0.200
N -1.698 -0.811 -0.647
H -0.230 -2.010 -1.677
H -0.627 -2.649 -0.118
H 1.800 -1.254 -0.968
H 1.009 -0.913 0.688
H 0.209 0.962 -1.755
H 1.856 0.866 -1.291
H 0.156 2.688 -0.492
H 0.026 1.574 0.929
H 2.303 1.061 0.978
H 3.954 3.043 0.495
H 2.475 3.794 -0.440
H -2.007 -0.820 -1.629
H -1.404 -0.035 -0.065
H -2.334 -1.222 -0.046
H -3.678 2.427 1.187
H -4.254 1.226 0.502
O -3.388 1.534 0.784
H 3.258 -2.195 2.160
H 1.982 -3.013 2.366
O 2.307 -2.238 1.964
H 0.330 1.637 4.183
H 1.112 1.113 2.974
O 0.794 0.759 3.821
H -1.008 -2.184 2.666
H 0.230 -1.746 2.633
O -0.467 -1.699 2.052
H -0.514 0.321 -3.192
H 0.040 -0.407 -4.405
O -0.237 -0.485 -3.572
H -1.831 -1.189 -3.568
H -2.845 -0.457 -4.138
O -2.723 -0.857 -3.277
*
```

**E_LUMO**: -2.554 eV
**Kohn-Sham gap**: 9.671 eV



Record 5
C6H26O7 | wB97M-V/def2-TZVPD

Geometry as ORCA input:
```
! RIJCOSX wB97M-V def2-TZVPD def2/J DEFGRID3
* xyz -1 2
O 0.778 2.780 2.431
H 1.442 3.420 2.174
H 0.721 2.182 1.686
O -3.092 0.518 0.981
H -2.913 0.601 0.044
H -3.954 0.919 1.097
O 1.419 -0.574 -2.158
H 0.663 -0.824 -2.690
H 1.051 -0.368 -1.299
O -0.989 -0.109 2.809
H -1.399 -0.002 3.667
H -1.716 -0.059 2.188
O 0.373 0.515 0.556
H -0.257 0.648 -0.152
H -0.140 0.128 1.265
C 3.194 -1.507 1.477
C 2.564 -2.874 1.788
C 1.340 -3.239 0.883
O 3.488 -3.919 1.793
H 2.535 -0.669 1.246
H 3.950 -1.596 0.697
H 3.693 -1.027 2.318
H 2.271 -2.866 2.838
H 1.697 -3.040 -0.127
H 0.418 -2.669 1.001
H 1.073 -4.268 1.127
H 3.055 -4.637 2.260
C -0.839 2.359 -3.220
C -1.590 1.953 -1.927
C -3.116 1.895 -2.206
O -1.221 0.635 -1.648
H -0.376 3.325 -3.023
H -1.283 2.212 -4.205
H 0.108 1.824 -3.297
H -1.291 2.554 -1.068
H -3.568 2.866 -2.406
H -3.653 1.472 -1.356
H -3.279 1.191 -3.022
H -1.154 0.251 -2.525
*
```

**E_LUMO (alpha / beta)**: 2.967 / 2.908 eV
**Kohn-Sham gap (alpha / beta)**: 2.475 / 10.394 eV
**⟨S²⟩**: 0.75



Record 6
C6H26O7 | wB97M-V/def2-TZVPD

Geometry as ORCA input:
```
! RIJCOSX wB97M-V def2-TZVPD def2/J DEFGRID3
* xyz 1 2
C 1.723 -0.222 -0.511
C 2.511 0.000 0.730
C 2.742 -1.412 1.454
C 1.530 -2.145 1.778
C 0.829 -0.466 3.652
C 0.827 -1.677 3.023
H 1.880 0.613 -1.192
H 0.594 -0.161 -0.222
H 1.823 -1.048 -1.145
H 3.496 0.453 0.438
H 2.143 0.728 1.431
H 3.228 -1.392 2.534
H 3.418 -1.931 0.814
H 2.083 -3.146 1.902
H 0.558 -2.183 1.116
H 1.202 0.380 3.347
H 0.122 -0.450 4.596
H 0.094 -2.449 3.373
H -1.224 -1.371 -4.899
H -0.559 0.119 -5.070
O -0.411 -0.811 -5.085
H -3.247 -2.642 0.295
H -3.680 -1.364 -0.144
O -4.112 -2.078 -0.072
H 4.451 0.821 -2.171
H 3.191 1.370 -1.989
O 3.898 1.572 -2.429
H -2.812 0.951 1.278
H -2.311 0.938 -0.194
O -2.600 0.289 0.630
H -0.678 2.787 1.391
H -1.318 2.475 2.759
O -1.332 2.298 1.918
H -0.939 2.434 -3.604
H -1.895 1.419 -3.116
O -1.677 1.859 -3.857
H -4.692 1.321 -1.556
H -4.684 2.238 -0.257
O -4.170 1.884 -0.948
*
```

**E_LUMO (alpha / beta)**: -4.933 / -9.178 eV
**Kohn-Sham gap (alpha / beta)**: 8.019 / 3.774 eV
**⟨S²⟩**: 0.75



The calculation returns the following relative energy (zero: lowest compared OMol25 entry of this formula, charge and spin) values, one per record and in order: 68.6 2.5 94.3 118.3 2.2 121.2 kcal/mol.